Entry from the OMol25 dataset: 2 unconnected molecules or ions with the total composition C4H13NO3 at a distorted geometry (ωB97M-V/def2-TZVPD).

Cartesian coordinates (Å):
C (0.1122, 1.9060, -0.1529)
O (0.8394, 2.8142, 0.7928)
C (0.6353, 0.4698, -0.1400)
C (-0.1753, -0.5470, -0.9053)
C (-0.6954, -1.7597, -0.1742)
O (0.4462, -0.9189, -2.1186)
N (2.1102, 0.4479, -0.2271)
H (0.1470, 2.6252, -0.9909)
H (-0.9033, 2.0748, 0.2721)
H (0.4019, 0.2897, 0.9844)
H (-1.1328, -0.0390, -1.3321)
H (0.0204, -2.6600, -0.3727)
H (-1.6808, -2.0446, -0.5874)
H (-0.4889, -1.6897, 0.9272)
H (1.4589, -0.8220, -2.0635)
H (2.5416, 0.6237, -1.1751)
H (2.5826, -0.3218, 0.2615)
H (1.7842, 2.5022, 1.0675)
H (-2.3786, -2.6400, 2.5983)
H (-3.7207, -1.9386, 2.0316)
O (-2.8685, -1.8340, 2.3512)

The value obtained for the strongest force on any atom is 4.21 eV Å⁻¹. The HOMO energy (alpha / beta) is -14.2 / -14.2 eV. The net charge is +1. The spin multiplicity is 2. The value obtained for the energy above the lowest of the compared OMol25 structures with the same formula, charge and spin is 100.39 kcal/mol. The calculation puts the total energy at -11979.27033 eV. Its expectation value of S² is 0.76.

***

Entry from the OMol25 dataset: a gas-phase ion, C4H13NO3P (charge +1) at a distorted geometry (ωB97M-V/def2-TZVPD).

Cartesian coordinates (Å):
C (2.1484, -1.0732, 0.9584)
C (2.2328, -0.5238, -0.4587)
C (1.1886, 0.5328, -0.8097)
O (0.8268, 1.4129, 0.2694)
C (-0.2731, 1.0711, 1.0001)
N (-1.5698, 1.1040, 0.1734)
P (-2.4199, -0.5611, 0.3060)
O (-3.8942, -0.2623, -0.2724)
O (-1.6230, -1.4547, -0.7694)
H (2.2295, -0.2873, 1.6995)
H (1.1743, -1.5413, 1.0992)
H (2.8831, -1.8428, 1.1503)
H (2.0809, -1.3544, -1.1426)
H (3.2430, -0.1758, -0.6436)
H (0.3337, 0.0426, -1.2710)
H (1.6138, 1.1768, -1.5698)
H (-0.3867, 1.8230, 1.7714)
H (-0.2214, 0.1065, 1.4990)
H (-1.3897, 1.4403, -0.7757)
H (-2.2162, 1.7649, 0.6070)
H (-3.9204, 0.1143, -1.1730)
H (-2.0405, -1.5124, -1.6478)

The value obtained for the strongest force on any atom is 2.34 eV Å⁻¹. The HOMO energy is -14.5 eV. The net charge is +1. The value obtained for the energy above the lowest of the compared OMol25 structures with the same formula, charge and spin is 8.20 kcal/mol. The calculation puts the total energy at -21274.11101 eV.

***

Entry from the OMol25 dataset: 3 unconnected molecules or ions with the total composition C4H13NO3S at a distorted geometry (ωB97M-V/def2-TZVPD).

Cartesian coordinates (Å):
C (1.5957, 0.6786, -1.8694)
C (0.2382, 0.5682, -1.2416)
O (-0.2646, 1.4813, -0.5936)
N (-0.4449, -0.5891, -1.4566)
C (-1.7074, -0.8141, -0.7816)
C (-1.5340, -1.1895, 0.6866)
S (-3.0979, -1.1292, 1.6167)
H (1.9005, 1.7220, -1.8946)
H (2.3228, 0.1293, -1.2722)
H (1.6190, 0.2844, -2.8862)
H (0.0623, -1.3680, -1.8291)
H (-2.3233, 0.0802, -0.8475)
H (-2.2444, -1.6034, -1.3098)
H (-0.8023, -0.5536, 1.1736)
H (-1.1919, -2.2155, 0.8213)
H (-3.2810, 0.2084, 1.6170)
O (1.1816, 1.8617, 1.8213)
H (0.4589, 1.9464, 2.4550)
H (0.7148, 1.9150, 0.9404)
O (2.1140, -0.7226, 1.3744)
H (1.8085, 0.1973, 1.5552)
H (2.8756, -0.8877, 1.9206)

The value obtained for the strongest force on any atom is 1.15 eV Å⁻¹. The HOMO energy is -9.1 eV. The net charge is 0. The value obtained for the energy above the lowest of the compared OMol25 structures with the same formula, charge and spin is 0.00 kcal/mol. The calculation puts the total energy at -22827.73245 eV.

***

Entry from the OMol25 dataset: a single C4H13NOP2 molecule at a distorted geometry (ωB97M-V/def2-TZVPD).

Cartesian coordinates (Å):
C (2.4091, -0.2503, -0.5431)
C (1.6338, 0.8291, 0.2143)
C (1.0308, 0.1650, 1.4454)
N (0.3031, -1.0516, 1.1406)
P (-0.9165, -1.1440, -0.0899)
P (-2.2440, 0.5020, 0.4739)
C (-3.7784, -0.2729, -0.7971)
O (-1.8113, 1.5948, -0.6640)
H (2.7739, -0.0619, -1.5955)
H (3.4052, -0.5232, -0.0145)
H (1.9008, -1.2269, -0.4709)
H (0.8494, 1.2964, -0.3566)
H (2.4455, 1.5103, 0.4807)
H (1.7714, -0.1347, 2.0995)
H (0.2903, 0.8756, 1.8613)
H (0.9863, -1.8995, 0.9387)
H (-1.6778, -2.1020, 0.7583)
H (-3.8999, -1.2228, -0.4855)
H (-3.3459, -0.1423, -1.8242)
H (-4.6015, 0.2850, -0.6514)
H (-2.0212, 2.4172, -0.2556)

The value obtained for the strongest force on any atom is 5.89 eV Å⁻¹. The HOMO energy is -7.9 eV. The net charge is 0. The value obtained for the energy above the lowest of the compared OMol25 structures with the same formula, charge and spin is 13.07 kcal/mol. The calculation puts the total energy at -26472.33006 eV.

***

Entry from the OMol25 dataset: 3 unconnected molecules or ions with the total composition C4H13NOS at a distorted geometry (ωB97M-V/def2-TZVPD).

Cartesian coordinates (Å):
C (0.3297, -1.8540, -0.5772)
C (-0.0770, -0.4737, 0.0649)
C (0.6973, 0.6720, -0.5309)
C (-0.1525, 1.9378, -0.4445)
S (-1.6142, 1.8841, -1.4645)
N (0.0653, -0.6330, 1.4962)
H (1.2917, -2.0750, -0.1111)
H (0.3573, -1.7947, -1.6629)
H (-0.3515, -2.5864, -0.1346)
H (-2.5297, -1.4607, -2.3177)
H (1.6537, 0.7502, 0.0154)
H (0.8753, 0.3460, -1.5635)
H (-0.5382, 2.0251, 0.6011)
H (0.5252, 2.7709, -0.6278)
H (-3.1540, -1.1566, -2.5404)
H (-1.1801, -0.3473, -0.1402)
H (-0.7581, -1.1309, 1.8336)
H (1.6832, 1.3637, 3.4060)
H (1.1479, 0.4807, 2.2609)
O (1.7287, 1.2820, 2.4371)

The value obtained for the strongest force on any atom is 1.92 eV Å⁻¹. The HOMO energy (alpha / beta) is -2.4 / -2.3 eV. The net charge is -1. The spin multiplicity is 2. The value obtained for the energy above the lowest of the compared OMol25 structures with the same formula, charge and spin is 22.39 kcal/mol. The calculation puts the total energy at -18729.81753 eV. Its expectation value of S² is 0.76.

***

Entry from the OMol25 dataset: 2 unconnected molecules or ions with the total composition C4H13NOS at a distorted geometry (ωB97M-V/def2-TZVPD).

Cartesian coordinates (Å):
C (0.6392, -1.6720, 1.6997)
N (-0.2571, -0.6124, 1.1439)
C (0.3113, 0.6649, 0.6992)
C (1.4528, 0.4234, -0.2362)
C (-0.7642, 1.4025, 0.0362)
S (-0.4595, 3.2179, 0.0376)
H (0.5576, -1.6311, 2.7996)
H (1.6336, -1.4648, 1.5271)
H (0.3423, -2.5535, 1.2167)
H (-0.8251, -1.0651, 0.4222)
H (0.4314, 1.1749, 1.6810)
H (1.9030, 1.4616, -0.5245)
H (1.0782, -0.0835, -1.0439)
H (2.3110, -0.0370, 0.2789)
H (-1.6403, 1.0305, 0.5788)
H (-1.0551, 0.9869, -1.0101)
H (-0.7814, 3.6388, -1.2160)
O (-1.3601, -1.7743, -2.4216)
H (-1.3645, -1.8838, -3.3592)
H (-2.1530, -1.2241, -2.3094)

The value obtained for the strongest force on any atom is 5.67 eV Å⁻¹. The HOMO energy is -8.5 eV. The net charge is 0. The value obtained for the energy above the lowest of the compared OMol25 structures with the same formula, charge and spin is 41.72 kcal/mol. The calculation puts the total energy at -18730.20184 eV.